# CH3NO3

A 2-piece molecular cluster, CH3NO3 overall (ωB97M-V/def2-TZVPD, the OMol25 dataset).

```
! wB97M-V def2-TZVPD RIJCOSX def2/J DEFGRID3
* xyz 0 1
H 1.3640 0.4293 0.9672
H 2.1958 0.9006 -0.3418
O -0.6236 -0.6011 0.1748
N 1.8152 0.0878 0.1268
C -0.1342 0.3866 -0.3319
O -0.2863 1.3795 -0.9286
O -2.0826 -0.9027 -0.1533
H -2.2481 -1.6799 0.4867
*
```

Calculated values
LUMO energy (alpha / beta) ... -1.13 / -1.13 eV

Löwdin atomic charge list, values in e, 5 entries: -0.026, -0.002, 0.075, 0.069, -0.485